The following is a quantum chemistry calculation of 2 unconnected molecules or ions with the total composition C11H15N at a distorted geometry, from the OMol25 dataset.

electronic energy	-482.855473	Ha
orbital gap	0.3184	Ha
SMILES string	Cc1c[nH]c2ccccc12.CC
energy above the lowest of the compared OMol25 structures with the same formula, charge and spin	156.7	kJ/mol

XYZ file:
```
27
Properties=species:S:1:pos:R:3:forces:R:3:nbo_charge:R:1
C 2.3291 -2.1620 1.0275 1.6 0.0 -1.2 -0.63
C 1.6933 -1.8890 -0.2990 -1.3 -0.1 -1.9 -0.07
C 1.8750 -2.3205 -1.6274 -0.7 1.4 2.9 -0.06
N 0.9906 -1.5794 -2.4184 1.3 -1.7 -2.6 -0.52
C 0.2040 -0.7375 -1.7153 0.1 0.2 1.7 0.11
C -0.7721 0.2374 -1.9814 0.6 0.0 -1.8 -0.22
C -1.3784 0.8854 -0.9277 -0.4 -1.2 0.3 -0.23
C -1.1844 0.4316 0.4124 0.7 0.3 -1.0 -0.23
C -0.1483 -0.4474 0.7077 0.2 2.0 -0.8 -0.20
C 0.6094 -0.9330 -0.3869 -0.2 -0.8 1.9 -0.09
H 2.5668 -3.2179 1.2055 0.1 0.3 -0.1 0.22
H 1.7556 -1.8027 1.8639 -0.3 0.1 0.1 0.22
H 3.2592 -1.5431 0.9420 -0.4 -0.8 0.8 0.22
H 2.5492 -3.0839 -1.9812 -0.1 0.2 -0.5 0.22
H 1.0135 -1.7734 -3.4232 -0.4 0.6 0.7 0.41
H -0.9319 0.4844 -3.0589 -0.2 0.1 1.1 0.21
H -2.0928 1.6658 -1.1450 -0.1 0.0 0.1 0.21
H -1.7810 0.8853 1.1735 -0.1 0.2 0.5 0.21
H 0.2584 -0.4017 1.7211 -0.4 -0.8 -0.2 0.21
C -2.4533 3.3640 2.2900 -1.2 -0.5 -0.1 -0.63
C -1.1535 3.4823 3.1361 -2.0 0.2 0.8 -0.64
H -3.0023 4.2924 2.3023 0.1 0.7 -0.3 0.21
H -2.2676 3.1031 1.2414 0.3 0.3 0.2 0.20
H -3.2886 2.6847 2.5292 0.7 -0.4 0.7 0.21
H -1.2537 4.4266 3.7098 0.8 0.1 -1.1 0.21
H -0.4205 3.3701 2.3528 1.1 0.4 0.8 0.23
H -1.0454 2.8434 4.0329 0.0 -0.7 -1.1 0.21
```
Positions in Å, forces in eV/Å.


The following is a quantum chemistry calculation of 2 unconnected molecules or ions with the total composition C11H15N at a distorted geometry, from the OMol25 dataset.

electronic energy	-482.820944	Ha
orbital gap	0.3258	Ha
SMILES string	Cc1c[nH]c2ccccc12.CC
energy above the lowest of the compared OMol25 structures with the same formula, charge and spin	247.4	kJ/mol

XYZ file:
```
27
Properties=species:S:1:pos:R:3:forces:R:3:nbo_charge:R:1
C -3.1590 -1.1086 0.5434 0.2 1.6 1.7 -0.63
C -1.6859 -1.2216 0.8428 0.8 -1.5 -1.0 -0.08
C -1.1511 -2.4884 0.7729 4.1 3.2 1.7 -0.02
N 0.2909 -2.3683 1.1217 0.8 0.5 0.4 -0.59
C 0.5993 -0.9928 1.3664 -2.5 -1.4 -0.9 0.15
C 1.7409 -0.3830 1.8628 0.4 1.9 0.1 -0.25
C 1.7342 1.0630 1.9267 -3.8 -2.8 -2.1 -0.20
C 0.5864 1.8386 1.4407 1.7 0.6 0.9 -0.25
C -0.5437 1.1747 1.0273 -0.8 -1.0 0.6 -0.19
C -0.5881 -0.2360 1.0535 -0.2 -1.0 0.5 -0.09
H -3.5324 -1.7644 -0.1633 -0.2 -2.2 -1.3 0.22
H -3.3230 -0.2159 -0.0167 -0.4 1.3 0.2 0.22
H -3.8461 -1.2145 1.4266 0.8 0.6 -0.6 0.22
H -1.5922 -3.3963 0.5229 -0.5 -1.4 -0.2 0.21
H 1.1325 -3.0308 1.2358 -2.7 0.9 -0.5 0.42
H 2.6531 -0.9436 2.2025 -1.1 0.6 -0.5 0.22
H 2.6678 1.3877 2.1380 2.4 2.0 1.0 0.20
H 0.5437 2.9886 1.4491 0.5 -2.0 0.0 0.22
H -1.4726 1.6882 0.7771 0.4 0.1 0.0 0.22
C 1.3126 1.0150 -3.4446 0.7 2.2 0.6 -0.62
C 0.8610 1.2361 -1.9631 1.0 2.2 -2.4 -0.62
H 2.4457 1.2176 -3.4476 -1.8 0.4 -0.8 0.21
H 1.2716 0.0012 -3.7669 -0.5 -0.9 -0.1 0.20
H 0.6107 1.6568 -4.1007 1.8 -0.9 0.6 0.21
H 1.6036 1.6638 -1.3502 1.8 -0.3 0.7 0.21
H 0.2335 2.1124 -1.8514 -1.5 -0.6 -0.3 0.21
H 0.6065 0.3205 -1.6056 -1.6 -2.1 1.7 0.21
```
Positions in Å, forces in eV/Å.


The following is a quantum chemistry calculation of 2 unconnected molecules or ions with the total composition C11H15N at a distorted geometry, from the OMol25 dataset.

electronic energy	-482.881927	Ha
orbital gap	0.3219	Ha
SMILES string	Cc1c[nH]c2ccccc12.CC
energy above the lowest of the compared OMol25 structures with the same formula, charge and spin	87.3	kJ/mol

XYZ file:
```
27
Properties=species:S:1:pos:R:3:forces:R:3:nbo_charge:R:1
C -2.2480 -2.6299 0.9385 0.0 0.2 0.6 -0.62
C -1.9178 -1.1865 0.6508 1.1 -0.6 0.3 -0.11
C -2.7351 -0.2360 0.1603 -0.6 -0.6 -0.1 -0.03
N -2.0598 0.9741 0.0197 -0.3 1.5 -0.4 -0.54
C -0.7463 0.8030 0.4653 -0.9 -0.6 -0.2 0.12
C 0.3099 1.7044 0.5347 0.1 1.4 -0.3 -0.24
C 1.5360 1.2463 1.0414 -0.5 0.7 -0.4 -0.22
C 1.6677 -0.0786 1.4545 -1.1 -0.6 0.1 -0.23
C 0.5905 -0.9777 1.3744 0.6 0.3 0.1 -0.22
C -0.6446 -0.5550 0.8686 0.9 0.4 0.1 -0.03
H -3.3348 -2.7367 0.8406 0.2 -0.3 0.1 0.21
H -1.9544 -2.8611 1.9997 -0.3 0.0 -1.0 0.22
H -1.7732 -3.3690 0.2557 -0.1 0.6 0.4 0.22
H -3.7629 -0.5681 -0.0506 0.3 1.4 -0.3 0.22
H -2.4048 1.8947 -0.3482 0.3 -1.8 0.6 0.42
H 0.1351 2.7881 0.1870 0.5 -1.8 0.6 0.21
H 2.3824 1.9419 1.0871 -0.4 -0.4 0.1 0.22
H 2.5687 -0.4562 1.9023 0.4 0.1 -0.1 0.21
H 0.7678 -1.9922 1.7251 -0.3 0.1 -0.1 0.21
C 2.7363 0.7735 -2.1899 0.6 2.1 -2.0 -0.60
C 2.4830 0.3274 -3.6384 -2.4 3.5 0.8 -0.59
H 2.1008 0.2272 -1.5892 -1.1 -1.1 1.7 0.21
H 3.8009 0.5928 -1.9583 -0.6 0.2 0.2 0.20
H 2.4565 1.8691 -2.0752 0.6 -1.3 0.0 0.20
H 2.7640 -0.6149 -3.7580 1.1 -4.3 -0.5 0.19
H 3.0606 0.8894 -4.3075 0.9 1.0 -1.0 0.19
H 1.4232 0.4314 -4.0098 0.9 -0.1 0.7 0.19
```
Positions in Å, forces in eV/Å.


The following is a quantum chemistry calculation of 2 unconnected molecules or ions with the total composition C11H15N2O at a distorted geometry, from the OMol25 dataset.

electronic energy	-612.608394	Ha
orbital gap	0.3486	Ha
energy above the lowest of the compared OMol25 structures with the same formula, charge and spin	87.9	kJ/mol
charge	+1

XYZ file:
```
29
Properties=species:S:1:pos:R:3:forces:R:3:nbo_charge:R:1
C -3.5020 -0.9281 0.2509 -1.3 -0.1 1.5 -0.16
C -2.6354 -1.8974 -0.1269 0.0 -2.1 -1.0 -0.18
C -3.0410 0.4167 0.3414 -2.9 -2.0 0.2 -0.17
C -1.2997 -1.6607 -0.5067 -3.1 2.1 1.3 -0.17
C -1.7737 0.6738 0.0175 3.2 0.3 -1.0 -0.07
C -0.8906 -0.3685 -0.4407 -0.1 0.9 0.0 -0.13
C -0.9828 1.9578 -0.0378 0.1 -0.2 -0.2 0.56
C 0.3520 1.6919 -0.6998 0.0 -0.8 -0.8 -0.59
C 0.3809 0.1812 -0.9601 -0.5 1.8 1.9 0.50
C 3.0966 0.1672 0.0831 -1.2 -0.6 2.3 -0.42
C 1.2279 -0.1375 1.9619 1.0 1.4 0.5 -0.44
N 1.0091 -0.2406 -2.0291 0.8 1.6 -0.3 -0.73
N 1.7159 -0.3375 0.5715 1.9 -2.7 -0.3 -0.55
O -1.2312 3.0571 0.3417 -1.0 0.5 0.5 -0.47
H -4.5279 -1.3563 0.6285 1.8 1.7 -1.0 0.25
H -3.1038 -2.8940 -0.2621 0.9 0.5 0.3 0.24
H -3.8437 1.0746 0.5643 0.1 1.3 0.4 0.25
H -0.7481 -2.4253 -0.8380 2.2 -2.7 -1.3 0.21
H 0.4070 2.2806 -1.6251 -0.2 -0.3 0.0 0.27
H 1.1571 2.0903 -0.1030 0.2 -0.1 0.4 0.27
H 2.8248 0.9064 -0.5859 0.1 1.8 -1.5 0.18
H 3.5944 0.6638 0.9392 0.2 -0.6 -0.6 0.23
H 3.6618 -0.6072 -0.4652 -0.2 0.3 0.8 0.23
H 0.9887 0.9460 2.0661 -0.3 -0.7 0.0 0.21
H 0.3129 -0.7751 2.0133 0.9 0.6 0.6 0.23
H 2.0294 -0.2730 2.7954 -1.4 -0.5 -1.5 0.23
H 1.7768 0.3693 -2.3099 -0.3 -0.6 -0.3 0.41
H 1.1387 -1.1982 -2.1375 0.1 -1.8 -0.7 0.40
H 1.9062 -1.3773 0.5530 -0.9 1.2 -0.3 0.39
```
Positions in Å, forces in eV/Å.


The following is a quantum chemistry calculation of C11H15N3O in the gas phase at a distorted geometry, from the OMol25 dataset.

electronic energy	-667.571125	Ha
orbital gap	0.3865	Ha
SMILES string	CC1(C)CC(=O)[C@](N)(C#N)[C@@](C)(C#N)C1
energy above the lowest of the compared OMol25 structures with the same formula, charge and spin	321.1	kJ/mol

XYZ file:
```
30
Properties=species:S:1:pos:R:3:forces:R:3:nbo_charge:R:1
C -0.0138 -0.0475 2.9621 -4.6 -0.2 -2.0 -0.60
C 0.3590 0.1318 1.4499 -1.0 -4.6 0.5 -0.04
C 1.7978 -0.4126 1.1861 0.5 1.4 -1.1 -0.63
C 0.1027 1.5159 1.0437 2.1 1.6 -0.8 -0.53
C 0.4614 1.6749 -0.4534 0.9 0.9 0.9 0.62
O 1.2467 2.5014 -0.8557 -0.5 -0.4 0.2 -0.51
C -0.2338 0.7393 -1.4693 -1.7 1.2 0.6 0.00
N 0.3920 0.8978 -2.7190 2.3 3.6 3.3 -0.80
C -1.6978 1.4112 -1.3081 2.4 -2.2 -0.2 0.24
N -2.7178 1.7004 -0.8852 -1.1 0.6 0.1 -0.33
C -0.2878 -0.7716 -0.9668 -1.4 0.7 -0.1 -0.16
C -1.4618 -1.6040 -1.5470 3.1 -3.2 0.0 -0.58
C 0.9370 -1.3613 -1.5208 -2.0 1.1 1.7 0.30
N 1.8921 -1.6950 -2.0171 2.2 -1.3 -1.2 -0.30
C -0.5345 -0.9031 0.5971 3.2 -0.5 -1.0 -0.38
H -0.4221 -1.0490 3.2389 1.0 0.4 -0.3 0.22
H -0.9606 0.5842 3.2017 1.5 -0.6 -0.5 0.20
H 0.7194 0.2932 3.5736 2.3 0.7 2.0 0.21
H 1.8811 -1.4970 1.4029 0.0 0.8 -0.3 0.23
H 2.5014 0.1361 1.7815 0.4 0.1 1.0 0.22
H 2.2362 -0.1086 0.1591 -1.1 -1.0 1.3 0.23
H 0.7465 2.1729 1.6879 -0.2 -0.3 -1.0 0.24
H -0.8756 1.8643 1.2508 -1.3 0.0 0.0 0.25
H -0.0037 0.4699 -3.4265 -2.5 -2.9 -4.2 0.36
H 0.6105 1.8745 -2.9919 -0.1 -1.0 0.8 0.40
H -2.3246 -1.2444 -1.1043 -2.1 0.6 0.2 0.22
H -1.2529 -2.7206 -1.0754 -0.8 2.7 -1.4 0.22
H -1.4109 -1.6844 -2.6530 -0.5 0.1 0.7 0.23
H -1.5919 -0.8987 0.7839 -0.4 0.2 0.2 0.22
H -0.0942 -1.9697 0.6740 -1.1 1.6 0.9 0.23
```
Positions in Å, forces in eV/Å.


The following is a quantum chemistry calculation of 2 unconnected molecules or ions with the total composition C11H15NO at a distorted geometry, from the OMol25 dataset.

electronic energy	-558.109897	Ha
orbital gap	0.3187	Ha
SMILES string	Cc1c[nH]c2ccccc12.CCO
energy above the lowest of the compared OMol25 structures with the same formula, charge and spin	94.4	kJ/mol

XYZ file:
```
28
Properties=species:S:1:pos:R:3:forces:R:3:nbo_charge:R:1
C 0.3540 1.1870 3.2387 -1.3 1.4 -0.6 -0.64
C 0.2143 0.3905 1.9860 -0.2 -0.3 -0.5 -0.07
C -0.9095 0.2534 1.2033 1.4 0.0 0.7 -0.08
N -0.6480 -0.7212 0.2597 -0.8 -0.2 -1.0 -0.53
C 0.6399 -1.1659 0.3356 0.2 0.2 0.9 0.13
C 1.3660 -2.1471 -0.3731 -0.7 0.6 0.3 -0.23
C 2.7134 -2.0306 -0.2411 1.4 0.0 0.6 -0.21
C 3.3544 -1.1374 0.6776 0.1 -0.4 0.1 -0.24
C 2.6333 -0.4433 1.6118 -1.6 -0.3 -0.5 -0.19
C 1.2282 -0.4474 1.3956 0.2 0.4 0.2 -0.10
H 0.4277 2.2683 3.0479 1.0 -0.2 -0.2 0.22
H 1.1448 0.8213 3.8793 -0.1 0.1 0.3 0.22
H -0.6382 1.2519 3.7069 0.4 -0.8 0.5 0.22
H -1.7331 0.9476 1.1559 -0.5 -0.5 0.1 0.21
H -1.3359 -1.0984 -0.3667 0.0 0.0 0.0 0.41
H 0.8519 -2.9488 -0.8837 0.2 0.1 -0.5 0.22
H 3.4288 -2.6826 -0.7289 -0.4 -0.2 -0.3 0.21
H 4.4367 -1.1251 0.6497 0.0 0.0 0.2 0.21
H 2.9455 0.1230 2.4771 0.8 0.0 -0.2 0.22
C -2.7635 0.2258 -2.6401 -0.1 0.1 0.0 -0.65
C -2.2173 1.6525 -2.8490 1.1 -1.0 1.0 -0.07
O -0.9921 1.8157 -2.1020 -0.5 -0.2 0.7 -0.72
H -3.2413 -0.1302 -3.5525 0.0 -0.1 0.1 0.22
H -3.4696 0.0704 -1.8196 -0.1 0.6 0.0 0.20
H -1.9380 -0.4420 -2.3866 0.2 0.0 -0.5 0.20
H -1.8513 1.7447 -3.8633 -0.5 0.3 -0.4 0.18
H -2.9199 2.4346 -2.5623 -0.1 0.0 -0.3 0.17
H -1.0810 1.3334 -1.2562 0.2 0.5 -0.6 0.46
```
Positions in Å, forces in eV/Å.


The following is a quantum chemistry calculation of 2 unconnected molecules or ions with the total composition C11H15NOS2 at a distorted geometry, from the OMol25 dataset.

electronic energy	-1354.404179	Ha
orbital gap	0.3174	Ha
SMILES string	CC1=CCCC=C1.Nc1cscc1SO
energy above the lowest of the compared OMol25 structures with the same formula, charge and spin	352.9	kJ/mol

XYZ file:
```
30
Properties=species:S:1:pos:R:3:forces:R:3:nbo_charge:R:1
C 2.4820 -0.0129 -0.4669 0.1 1.9 1.6 -0.63
C 1.3007 -0.8236 -0.7658 -0.3 0.5 1.5 -0.08
C 0.7345 -1.4998 0.2206 -2.1 -1.5 0.7 -0.13
C -0.6971 -2.0503 -0.0695 1.3 0.4 2.7 -0.45
C -1.2718 -2.0002 -1.3996 -0.7 3.1 -2.3 -0.44
C -0.5843 -1.0313 -2.3389 1.5 1.6 -0.4 -0.17
C 0.6622 -0.5868 -2.0478 -1.5 0.1 -0.1 -0.23
H 2.3365 1.1266 -0.3112 -0.2 -1.7 -1.0 0.22
H 3.1355 -0.2487 -1.2549 1.7 0.4 -0.8 0.21
H 2.8596 -0.2809 0.5189 0.5 -0.4 -0.2 0.21
H 1.0768 -1.5369 1.3266 -0.3 0.1 -2.2 0.20
H -1.3168 -1.4684 0.5691 -0.6 1.1 0.8 0.21
H -0.9529 -3.0062 0.3260 0.6 -1.2 0.5 0.22
H -2.3307 -1.7249 -1.4111 -0.1 -0.2 0.3 0.22
H -1.2281 -2.9057 -1.8566 0.1 -2.9 -1.4 0.21
H -1.0266 -0.5383 -3.2412 -0.1 -1.1 0.8 0.22
H 1.1693 0.1811 -2.6214 -0.2 -0.2 -0.5 0.21
N -0.7355 0.7699 2.7392 -1.6 0.4 0.0 -0.83
C -0.8754 2.0599 2.1891 2.1 0.8 -0.8 0.14
C 0.1651 2.9918 2.3610 -1.0 0.1 0.3 -0.51
S -0.0211 4.3862 1.3553 -0.1 -0.5 0.8 0.49
C -1.4898 3.8307 0.7794 -1.0 -1.6 -0.3 -0.40
C -1.8507 2.5389 1.2167 1.3 0.6 0.2 -0.33
S -3.0243 1.4976 0.3820 0.0 0.7 0.8 0.53
O -2.5055 1.6543 -1.1759 1.2 -1.7 -0.5 -0.85
H -1.5771 0.2142 2.5664 0.8 -0.1 0.1 0.38
H 0.1479 0.3040 2.5698 -0.4 0.2 -0.1 0.39
H 0.8573 3.1024 3.1980 -0.1 -0.6 -0.5 0.24
H -1.9681 4.3538 -0.0262 -0.2 0.1 -0.1 0.24
H -1.8719 0.8834 -1.3371 -0.9 1.5 0.1 0.49
```
Positions in Å, forces in eV/Å.


The following is a quantum chemistry calculation of C11H15O5P in the gas phase at a distorted geometry, from the OMol25 dataset.

electronic energy	-1145.542147	Ha
orbital gap	0.2555	Ha
SMILES string	CCOCCOC1=C(P(C)O)C(=O)C=CC1=O
energy above the lowest of the compared OMol25 structures with the same formula, charge and spin	281.7	kJ/mol

XYZ file:
```
32
Properties=species:S:1:pos:R:3:forces:R:3:nbo_charge:R:1
C -1.9184 -1.3590 2.9137 0.2 -0.7 -0.8 -0.66
C -3.0452 -1.2798 1.7660 0.2 -0.5 0.2 -0.07
O -3.0876 0.0324 1.1192 0.6 -1.6 -0.9 -0.55
C -2.1371 -0.0580 0.0379 1.3 1.7 -0.3 -0.10
C -1.9388 1.3501 -0.7442 -1.8 -0.8 1.2 -0.09
O -0.8882 1.1204 -1.7151 2.1 1.1 1.5 -0.50
C 0.3951 1.3862 -1.2081 2.0 -1.5 0.5 0.32
C 1.4135 0.3838 -1.1224 -0.3 2.1 1.0 -0.46
P 1.0086 -1.3911 -1.6533 -1.0 -0.8 -0.4 1.03
C 2.5851 -2.3750 -2.0067 1.1 0.0 1.6 -0.96
O 0.3399 -2.1950 -0.2626 0.9 0.7 -0.9 -0.98
C 2.8486 0.8449 -0.5714 2.2 -0.4 -0.1 0.52
O 3.8832 0.1396 -0.6988 -3.6 1.8 0.3 -0.52
C 3.0858 2.2608 0.1422 -2.4 1.1 -0.6 -0.22
C 2.0792 3.2417 0.0677 1.5 -2.8 -0.3 -0.26
C 0.7558 2.8725 -0.7087 -1.9 2.7 0.0 0.47
O -0.0725 3.8030 -0.9007 2.5 -3.2 0.4 -0.50
H -1.1847 -0.4807 2.8084 -1.3 -1.2 0.3 0.23
H -2.3512 -1.4582 3.9575 0.6 0.4 -1.3 0.22
H -1.3108 -2.3118 2.7023 -0.8 1.4 0.5 0.21
H -2.7758 -2.0695 0.9725 -0.5 1.1 1.1 0.16
H -4.0922 -1.5409 2.1262 1.4 0.6 -0.2 0.20
H -1.1066 -0.2643 0.5143 -1.4 -0.1 -1.0 0.19
H -2.4111 -0.8226 -0.7624 0.3 0.7 1.2 0.17
H -1.7317 2.1683 0.0140 0.0 -0.9 -1.1 0.20
H -2.8950 1.6118 -1.3180 1.5 -0.3 0.7 0.21
H 3.3338 -2.3121 -1.1355 -1.0 0.0 -1.3 0.25
H 2.3249 -3.4858 -2.1013 0.0 1.7 -0.2 0.25
H 3.1040 -1.9586 -2.9270 -0.8 -0.6 1.1 0.25
H -0.5229 -2.5815 -0.5083 0.7 0.5 -0.1 0.49
H 4.0883 2.4591 0.6596 -1.6 -0.6 -1.0 0.25
H 2.2241 4.2691 0.5431 -0.6 -1.6 -1.0 0.25
```
Positions in Å, forces in eV/Å.


The records above yield LUMO values of 0.9; 1.0; 0.9; -3.8; 0.4; 0.8; 0.5; -1.6 eV, respectively.